A cluster of 3 separate species, C21H21O4S in total. Source: the OMol25 dataset; level of theory: ωB97M-V/def2-TZVPD.

The geometry in XYZ format:
```
47
Properties=species:S:1:pos:R:3:forces:R:3
C -2.39998 -1.97881 -1.21067 -1.5 0.9 2.1
S -1.07905 -1.01459 -2.17485 0.4 -0.4 -0.4
C 0.45349 -0.71245 -1.10822 0.8 -0.4 2.6
C -0.00046 -0.39903 0.43573 -0.6 0.6 4.2
C -1.32477 0.51581 0.83142 2.2 -1.7 2.3
C -1.76863 0.76175 2.39081 3.3 -2.4 -1.2
C -0.89262 0.11190 3.61485 0.7 -0.2 -4.4
C 0.44450 -0.76054 3.24171 -1.2 1.1 -1.9
C 1.38359 -1.40806 4.45039 -0.3 0.4 -0.5
C 0.91283 -1.03810 1.67817 -3.7 2.4 0.9
H -3.17059 -1.15081 -0.83108 1.7 -1.9 -0.9
H -1.93078 -2.42655 -0.20837 -0.7 1.0 -2.5
H -2.96630 -2.77491 -1.85442 1.7 1.7 0.8
H -1.56695 0.26959 -2.47368 0.2 -1.2 1.0
H 1.05577 -1.74143 -1.07850 -1.6 2.1 -0.3
H 1.19304 0.07937 -1.56743 -2.0 -1.4 0.6
H -1.95421 0.96204 -0.07059 1.4 -0.9 2.3
H -2.73710 1.39016 2.58817 2.2 -1.4 -0.4
H -1.28538 0.32857 4.71769 1.2 -0.7 -2.6
H 1.21240 -0.80063 5.45952 0.3 -1.4 -2.3
H 1.07691 -2.52910 4.58854 0.5 2.2 -0.1
H 2.54360 -1.38728 4.18036 -2.7 0.1 0.4
H 1.89141 -1.67842 1.50382 -2.3 1.5 0.3
C 4.48196 3.96685 5.48169 0.2 0.1 -0.4
C 4.71163 3.86578 4.16892 0.1 0.2 0.4
C 3.89279 2.98423 3.31360 0.2 0.0 -0.8
O 4.10359 2.88959 2.11230 -0.2 0.0 0.7
C 2.80991 2.22037 3.96452 -0.2 -0.1 0.4
C 2.58023 2.32144 5.27729 -0.1 -0.2 -0.5
C 3.39907 3.20299 6.13261 -0.1 0.1 1.1
O 3.18828 3.29763 7.33391 0.1 -0.1 -0.9
H 5.07363 4.60819 6.12345 0.0 0.0 0.0
H 5.50161 4.42005 3.67644 0.0 0.0 0.0
H 2.21824 1.57903 3.32276 0.0 0.0 0.0
H 1.79025 1.76717 5.76977 0.0 0.0 0.0
C -2.04578 -1.12984 -5.84426 -0.1 0.4 -0.3
C -2.23827 -0.31072 -6.88268 0.3 0.0 0.6
C -2.94298 -0.76612 -8.09726 -0.3 0.6 -1.1
O -3.11784 -0.01767 -9.04897 0.2 -0.6 0.9
C -3.42787 -2.16047 -8.11919 0.0 -0.4 0.2
C -3.23539 -2.97959 -7.08077 -0.1 0.1 -0.4
C -2.53068 -2.52418 -5.86619 0.0 -0.5 0.4
O -2.35581 -3.27263 -4.91448 -0.1 0.5 -0.2
H -1.53029 -0.81198 -4.94621 0.0 0.0 -0.1
H -1.88929 0.71497 -6.88166 0.0 0.0 -0.1
H -3.94337 -2.47833 -9.01723 0.0 0.0 0.0
H -3.58437 -4.00527 -7.08178 0.0 0.0 0.0
```
Positions in Å, forces in eV/Å.

- orbital gap (eV) = 7.790
- electronic energy (hartree) = -1511.269224
- net charge = +1
- multiplicity = 1

A structure of composition C21H22BF5N6ReSe. Source: the OMol25 dataset; level of theory: ωB97M-V/def2-TZVPD.

The geometry in XYZ format:
```
57
Properties=species:S:1:pos:R:3:forces:R:3
Re -0.43754 0.35821 -0.73036 -0.1 0.7 -0.5
C 2.19859 -0.27635 -2.96448 0.0 0.0 -0.1
C 2.16224 -1.04684 -1.69000 0.0 0.0 0.1
C 3.00044 -2.03568 -1.23557 0.1 0.0 0.0
C 2.51212 -2.43008 0.01822 0.0 0.0 0.2
C 3.03545 -3.46740 0.94857 0.0 0.0 -0.1
N 1.43454 -1.69806 0.29497 -0.4 -0.1 -0.3
N 1.19501 -0.83913 -0.74783 0.1 -0.1 0.0
B 0.33142 -1.74178 1.39138 0.4 0.1 0.1
N -0.99880 -2.08469 0.70765 -0.2 0.0 0.1
N -1.50109 -1.27144 -0.28361 -0.1 -0.3 0.1
C -2.66841 -1.83703 -0.71352 0.1 0.1 0.0
C -3.50416 -1.31403 -1.82800 0.0 0.0 0.0
C -2.90387 -2.97359 0.03029 -0.1 0.0 -0.1
C -1.83830 -3.10688 0.91245 0.2 0.0 0.1
C -1.58822 -4.16920 1.92530 -0.1 0.0 0.0
N 0.22738 -0.30664 1.98306 -0.5 0.0 0.1
N -0.19577 0.74399 1.18961 0.2 -0.2 0.2
C -0.34896 1.83568 1.99797 0.1 0.1 0.0
C -0.74335 3.18734 1.52427 0.0 0.0 0.0
C -0.04214 1.46389 3.28528 0.0 0.0 0.0
C 0.31327 0.11507 3.24681 0.2 -0.2 -0.1
C 0.74540 -0.77213 4.36192 0.0 0.1 0.0
H 2.55094 -0.90782 -3.77783 0.1 0.0 0.0
H 2.87038 0.57935 -2.88551 0.0 0.0 0.0
H 1.21153 0.08804 -3.26233 0.0 0.0 0.1
H 3.86563 -2.43752 -1.73523 0.0 0.0 0.0
H 4.04435 -3.75015 0.65922 0.0 0.0 0.0
H 2.41024 -4.36094 0.91236 0.0 0.0 0.0
H 3.05482 -3.10428 1.97458 0.0 0.0 0.0
H 0.58775 -2.53303 2.23826 0.0 0.0 0.0
H -3.09611 -0.42066 -2.28877 0.0 0.0 0.0
H -4.51110 -1.09352 -1.47421 0.0 0.0 0.0
H -3.58585 -2.06952 -2.60974 0.0 0.0 0.0
H -3.74064 -3.64444 -0.06708 0.0 0.0 0.0
H -2.37702 -4.91512 1.87182 0.0 0.0 0.0
H -1.57579 -3.75472 2.93341 0.0 0.0 0.0
H -0.63312 -4.66369 1.75178 0.0 0.0 0.0
H -1.68761 3.17374 0.98119 0.0 0.0 0.0
H 0.02362 3.62303 0.87983 0.0 0.0 0.0
H -0.86507 3.84084 2.38473 0.0 0.0 0.0
H -0.05295 2.09880 4.15472 0.0 0.0 0.0
H 0.99045 -0.17137 5.23431 0.0 0.0 0.0
H 1.61920 -1.35938 4.08726 0.0 0.0 0.0
H -0.05573 -1.45900 4.63865 0.0 0.0 0.0
F 1.60221 6.22025 -3.34245 0.0 0.0 0.0
C 0.78028 5.27673 -2.95113 0.0 0.0 0.0
C 1.29286 4.12330 -2.35832 -0.1 0.1 -0.1
F 2.59246 3.96511 -2.19212 0.0 0.0 0.0
C 0.39073 3.16730 -1.96516 0.1 -0.1 -0.1
F 0.90497 2.00383 -1.39514 0.0 0.2 0.1
C -0.97487 3.26586 -2.12002 0.0 0.0 0.0
Se -2.15880 1.92322 -1.48204 0.2 -0.5 0.3
C -1.45887 4.42349 -2.71591 0.1 0.1 0.0
F -2.75685 4.59239 -2.88754 0.0 0.0 0.0
C -0.58924 5.42654 -3.12961 0.0 -0.1 0.0
F -1.05805 6.52008 -3.68640 0.0 0.0 0.0
```
Positions in Å, forces in eV/Å.

- relative energy (zero: lowest compared OMol25 entry of this formula, charge and spin) (kcal/mol) = 0.0
- orbital gap (alpha / beta) (eV) = 5.902 / 6.651
- electronic energy (hartree) = -4145.359996
- net charge = +2
- multiplicity = 2

A cluster of 2 separate species, C21H22BN in total. Source: the OMol25 dataset; level of theory: ωB97M-V/def2-TZVPD.

The geometry in XYZ format:
```
45
Properties=species:S:1:pos:R:3:forces:R:3
C 0.79650 5.04447 2.02849 -0.2 0.3 0.2
N 0.19565 4.40806 0.87315 0.0 -0.1 0.0
C -0.28138 5.33714 -0.13707 0.3 0.0 -0.1
C 0.29897 3.06560 0.62704 0.0 -0.3 -0.2
C 0.50444 2.11739 1.66800 -0.1 0.2 0.0
C 0.39534 0.76114 1.42821 -0.3 0.4 0.2
C 0.22037 0.29778 0.11850 0.2 -0.1 0.2
C -0.00030 -1.10855 -0.13844 0.5 0.2 -0.1
C 0.76474 -1.81491 -1.12162 -0.1 -0.6 -1.2
C -0.02768 -2.88306 -1.65236 1.1 0.8 -0.9
C 0.32467 -3.44780 -2.87328 -0.2 -0.1 0.7
C 1.53962 -3.04953 -3.46593 0.3 0.1 0.5
C 2.39935 -2.12216 -2.84310 -0.3 -0.2 -0.5
C 1.97200 -1.43827 -1.70606 -0.3 -0.1 0.3
C -1.28553 -2.89871 -0.90600 -1.1 0.9 0.6
C -1.22162 -1.84843 0.08143 -0.9 -1.0 -0.2
C -2.34842 -1.52546 0.83742 0.4 -0.1 -0.3
C -3.54595 -2.20109 0.58206 -0.1 -0.2 -0.4
C -3.64188 -3.10211 -0.49328 0.3 0.1 0.5
C -2.50499 -3.47584 -1.23227 0.6 -0.1 0.2
C 0.22116 1.22383 -0.95553 -0.1 -0.5 0.3
C 0.17890 2.57826 -0.70218 0.1 -0.2 0.3
H 1.32875 4.33671 2.66882 -0.1 0.2 -0.3
H 1.50322 5.82045 1.69557 -0.1 -0.2 0.1
H 0.02508 5.54727 2.62783 0.1 -0.1 0.0
H -0.90867 4.83451 -0.88425 0.1 0.2 0.4
H -0.87214 6.12863 0.34579 0.1 -0.2 -0.1
H 0.57009 5.81653 -0.65290 -0.3 -0.1 0.0
H 0.68800 2.45732 2.68500 -0.1 -0.1 -0.2
H 0.47766 0.02004 2.23209 0.1 0.3 -0.2
H -0.34137 -4.19925 -3.32315 0.5 0.4 0.0
H 1.81550 -3.48443 -4.42442 0.1 0.0 0.2
H 3.38097 -1.89100 -3.26596 -0.5 -0.1 0.0
H 2.52453 -0.60670 -1.27451 0.1 -0.3 -0.1
H -2.27516 -0.73623 1.57872 -0.1 -0.1 0.0
H -4.42112 -1.98408 1.19700 0.2 0.0 -0.3
H -4.60502 -3.52757 -0.76641 0.2 0.0 0.2
H -2.54639 -4.20851 -2.05023 -0.2 0.4 0.4
H 0.17933 0.85522 -1.98196 -0.1 0.1 0.3
H 0.06232 3.26315 -1.53285 0.2 -0.1 0.1
H 1.14033 -2.04119 2.01211 -0.4 0.3 -0.8
B 1.69667 -2.47567 3.02789 0.4 -0.3 0.8
H 0.84059 -2.65078 3.90594 0.1 0.1 -0.3
H 2.25005 -3.54534 2.74675 -0.2 0.3 -0.1
H 2.53282 -1.64682 3.41595 -0.2 0.0 -0.2
```
Positions in Å, forces in eV/Å.

- relative energy (zero: lowest compared OMol25 entry of this formula, charge and spin) (kcal/mol) = 0.0
- orbital gap (eV) = 5.042
- electronic energy (hartree) = -892.857665
- net charge = 0
- multiplicity = 1

> The highest net charge belongs to which entry?

C21H22BF5N6ReSe

> Among the records above, which one has the lowest net charge?

C21H22BN